[1]
118
Properties=species:S:1:pos:R:3 method="wB97M-V/def2-TZVPD" lumo_ha="0.152 / 0.152" charge=-2 relative_energy_kj_mol=62.6 homo_ev="-0.9 / -0.9" gap_ev="5.009 / 5.017"
Y 0.28508 -0.43122 -0.21009
N 0.37996 -3.89310 -1.54114
N 1.45254 -3.81991 -2.45490
C 2.20420 -2.65583 -2.54906
N 3.10065 -2.63253 -3.59213
N 2.01447 -1.73113 -1.66729
N 2.83552 -0.65458 -1.59455
O 2.46160 0.21846 -0.68654
O 3.91218 -0.50079 -2.26952
H -0.27605 -3.12002 -1.68219
H 0.75543 -3.76154 -0.60453
H 1.18180 -4.18617 -3.35581
H 3.52041 -3.53190 -3.77433
H 3.76118 -1.86537 -3.45501
O -0.37071 1.82930 0.52045
C -1.04998 1.97738 1.76334
C -1.79665 0.63856 2.11695
O -2.45872 0.61107 3.15398
O -1.61147 -0.28581 1.27781
C 0.00385 2.21777 2.83392
C -0.39111 2.61829 4.10805
C 0.54609 2.79957 5.11108
C 1.89536 2.58513 4.85660
C 2.29459 2.19389 3.58882
C 1.35523 2.00993 2.58061
C -1.97715 3.18479 1.64662
C -1.43346 4.34809 1.10124
C -2.21388 5.47681 0.91931
C -3.55506 5.46114 1.28406
C -4.09866 4.31014 1.83139
C -3.31577 3.17540 2.01511
H -1.01152 1.57639 -0.19958
H -1.44361 2.76601 4.31008
H 0.22087 3.10506 6.09883
H 2.62910 2.72211 5.64235
H 3.34241 2.02429 3.37442
H 1.68846 1.74126 1.58653
H -0.39106 4.35056 0.80405
H -1.77703 6.36769 0.48414
H -4.17225 6.33937 1.13456
H -5.14543 4.28518 2.11071
H -3.73715 2.27773 2.44546
C 3.23924 -2.65961 1.33163
C 2.01665 -2.74819 2.25070
C 2.39092 -2.14226 3.61437
C 1.66675 -4.23125 2.46661
C 0.82425 -2.00231 1.68276
H 4.10457 -3.17652 1.76463
H 3.50882 -1.61505 1.15315
H 3.02404 -3.10837 0.35921
H 3.27398 -2.63483 4.04195
H 1.56082 -2.24325 4.31785
H 2.60725 -1.07657 3.50845
H 2.50460 -4.77586 2.92097
H 1.42577 -4.71871 1.51761
H 0.79648 -4.32615 3.12059
H 0.01174 -2.09161 2.42467
C 4.90902 1.08957 0.97353
Ge 5.18349 2.86588 0.22080
C 7.07374 3.07397 -0.29485
C 4.76249 4.25624 1.53925
C 4.06934 3.06967 -1.37044
Se 2.26274 3.57174 -0.84552
C 1.36073 2.82758 -2.39789
H 5.33543 1.00146 1.97395
H 5.36221 0.33930 0.32430
H 3.84027 0.87158 1.00518
H 7.72502 2.93702 0.57081
H 7.25557 4.06649 -0.71045
H 7.34087 2.33048 -1.04734
H 5.46316 4.21432 2.37561
H 3.75222 4.11213 1.92708
H 4.81893 5.24702 1.08623
H 3.99408 2.08140 -1.83128
H 4.47727 3.78297 -2.08705
H 1.44477 3.50178 -3.24814
H 0.31452 2.65662 -2.15005
H 1.81649 1.86531 -2.61598
C -2.41766 -3.36204 0.73329
N -2.36765 -2.90424 -0.66039
C -3.35743 -1.83063 -0.84153
N -4.71593 -2.29368 -0.50641
C -4.70458 -2.76249 0.87999
N -3.75622 -3.86286 1.09231
C -4.10150 -4.94537 0.17569
N -4.09052 -4.53378 -1.23220
C -2.74301 -4.01732 -1.52954
C -5.03741 -3.41940 -1.37397
H -2.15427 -2.52993 1.38371
H -1.68896 -4.16654 0.86728
H -3.33585 -1.49377 -1.87799
H -3.08715 -1.00121 -0.19843
H -5.70926 -3.10799 1.14653
H -4.42422 -1.93232 1.53077
H -5.10236 -5.31469 0.42322
H -3.38389 -5.76018 0.30701
H -2.71963 -3.67541 -2.56832
H -2.01969 -4.82595 -1.40740
H -6.04138 -3.78442 -1.13221
H -5.02492 -3.07801 -2.41178
C -3.16307 2.03152 -1.42278
C -2.93610 1.26713 -2.69965
C -3.79425 1.43856 -3.77241
C -3.64209 0.74332 -4.97030
C -2.58683 -0.16443 -5.05917
C -1.70442 -0.36604 -4.01369
C -0.59121 -1.36231 -4.13114
C -1.81531 0.36907 -2.77745
N -0.95228 0.19261 -1.78325
H -2.56008 2.94686 -1.36354
H -2.89840 1.41479 -0.56015
H -4.21174 2.32230 -1.31888
H -4.62378 2.13433 -3.66135
H -4.32778 0.89126 -5.79644
H -2.44882 -0.73795 -5.97413
H -0.60186 -1.85656 -5.10680
H -0.67494 -2.12521 -3.34728
H 0.38394 -0.89049 -3.97789


[2]
109
Properties=species:S:1:pos:R:3 method="wB97M-V/def2-TZVPD" lumo_ha="-0.013 / -0.013" homo_ev="-7.2 / -7.2" gap_ev="6.832 / 6.837"
Rh -0.37854 -0.37425 0.45757
C -2.38297 -2.49874 1.63078
N -2.05845 -1.90556 0.34605
C -1.77778 -2.98560 -0.61178
C -3.23280 -1.12740 -0.10499
C -3.25145 0.14975 0.66231
C -4.39995 0.81617 1.06944
C -4.30505 2.10391 1.57855
C -3.06756 2.73412 1.59989
C -1.92429 2.05368 1.19989
C -1.98774 0.71725 0.82905
H -3.23781 -3.17992 1.53437
H -2.64356 -1.71859 2.34329
H -1.52849 -3.05951 1.97494
H -2.68125 -3.58974 -0.75308
H -0.98987 -3.62494 -0.21130
H -1.45527 -2.55806 -1.55303
H -4.15276 -1.71905 -0.01010
H -3.07752 -0.89666 -1.16015
H -5.36865 0.34184 0.95402
H -5.19404 2.63070 1.90074
H -2.99210 3.76954 1.91093
H -0.97790 2.57274 1.14369
C -0.37591 1.96848 3.94998
C -0.99877 0.56989 3.99894
C -1.11165 0.16504 5.47445
P -0.11106 -0.60259 2.85074
C 0.04983 -2.20749 3.82380
C 0.93109 -3.18453 3.04235
C -1.18204 -2.92191 4.41568
C 1.63805 -0.15293 2.99687
C 2.29081 0.08848 4.20436
C 3.64256 0.37886 4.26155
C 4.33596 0.66742 5.56478
C 4.34271 0.38491 3.05324
C 3.72805 0.12838 1.84539
C 2.34593 -0.13866 1.79199
N 1.65709 -0.45754 0.62844
C 2.44217 -0.37455 -0.56472
C 2.82883 -1.57873 -1.17190
C 2.35075 -2.89090 -0.62016
C 3.67527 -1.54503 -2.26758
C 4.13294 -0.34160 -2.79793
C 5.04595 -0.33111 -3.99360
C 3.70707 0.83542 -2.20575
C 2.87536 0.84606 -1.08568
C 2.53112 2.16394 -0.45052
H -1.06642 2.68564 4.39806
H -0.13908 2.30664 2.94920
H 0.55288 1.98297 4.51910
H -2.01052 0.61401 3.58018
H -0.16717 0.30269 6.00068
H -1.44243 -0.85593 5.63932
H -1.84011 0.82282 5.95292
H 0.63593 -1.83820 4.66787
H 0.47757 -3.47436 2.09234
H 1.08617 -4.09082 3.63187
H 1.90586 -2.75305 2.81704
H -1.43677 -3.82056 3.85783
H -2.07723 -2.30534 4.47206
H -0.95015 -3.24408 5.43282
H 1.73393 0.05248 5.13377
H 3.62339 0.70655 6.38918
H 4.85968 1.62463 5.53294
H 5.07681 -0.09925 5.80237
H 5.40797 0.59105 3.06090
H 4.31369 0.11451 0.93753
H 1.25931 -2.91731 -0.57659
H 2.71251 -3.05259 0.39766
H 2.69418 -3.71712 -1.24290
H 3.98004 -2.48097 -2.72628
H 6.02075 -0.75959 -3.75088
H 5.20831 0.68340 -4.35718
H 4.62805 -0.91989 -4.81331
H 4.03726 1.78593 -2.61356
H 2.21433 2.87478 -1.21245
H 3.40267 2.57220 0.06975
H 1.71503 2.07016 0.26027
C -4.23148 1.78954 -3.74063
C -2.94899 2.21824 -3.04298
C -3.25763 3.00759 -1.78256
C -2.07639 3.04232 -3.97929
O -2.31831 0.96387 -2.65923
P -0.78095 0.76125 -2.25226
O -0.29756 1.78117 -1.28490
O -0.68989 -0.67152 -1.74810
O 0.03625 0.95135 -3.60982
C 0.08309 0.01589 -4.72302
C -1.29709 -0.52685 -5.07248
C 1.03223 -1.11791 -4.37164
C 0.64188 0.83795 -5.87475
H -4.82922 2.66414 -4.00240
H -4.82010 1.15159 -3.07983
H -4.00848 1.23344 -4.65210
H -3.78311 3.92959 -2.04127
H -2.33347 3.25565 -1.26400
H -3.88598 2.42266 -1.11074
H -2.60406 3.96911 -4.21235
H -1.87812 2.51412 -4.91181
H -1.12299 3.29504 -3.51647
H -1.74678 -1.04876 -4.22799
H -1.19532 -1.23327 -5.89847
H -1.97164 0.27159 -5.38209
H 0.67632 -1.66433 -3.49919
H 2.01655 -0.71658 -4.14098
H 1.11767 -1.80483 -5.21686
H -0.03470 1.65387 -6.13138
H 0.77986 0.20845 -6.75559
H 1.60564 1.26325 -5.59309


[3]
139
Properties=species:S:1:pos:R:3 method="wB97M-V/def2-TZVPD" lumo_ha=-0.136 charge=-1 homo_ev=-4.9 gap_ev=1.166
C -0.89456 5.76995 -2.50850
C -0.62173 4.64966 -1.68998
C -0.24069 3.44158 -0.63698
C -0.22617 1.93208 -1.35779
N -0.54882 0.78917 -0.46788
C 0.63541 0.10082 0.25468
C 0.99427 1.18266 1.46803
C 1.60791 0.56480 2.83401
N 2.84831 0.86352 3.36009
C -0.12863 -1.25426 0.76968
C 0.65299 -2.40545 1.55648
C -0.50644 -3.50257 2.07098
C -1.37443 -2.98157 3.35505
N -0.59775 -2.22937 4.40931
C -1.49749 -1.31002 5.21275
C 0.20086 -3.13276 5.32114
C 0.54371 -4.71785 5.08156
O 0.66135 -2.56626 6.46903
C 1.92490 -0.16066 -0.77063
C 1.56197 -1.54297 -1.64162
C 2.34215 -1.59350 -3.12058
C 3.08952 -1.25927 -4.28746
C 3.28194 -0.54415 0.11391
C 4.60267 -0.94011 -0.76868
C 4.92140 -2.58245 -0.75770
C 6.23546 -2.82933 0.20625
C 5.87008 -2.92806 1.80680
C 5.88216 -1.46833 2.59015
O 7.23851 -1.00032 2.93690
C 7.40232 -0.82263 4.39212
O 7.14770 -1.80496 5.29437
C 7.94812 0.60517 5.06501
C 7.55117 1.93567 4.51139
N 2.19972 0.90103 -1.76994
Cl 3.31401 2.13611 -1.23972
C 1.06184 1.67172 -2.32290
P 0.39207 1.07031 -4.04853
N -1.06443 0.04483 -3.85237
O 0.00626 2.55353 -4.94884
H -0.81745 6.78121 -3.13821
H 0.75608 3.62979 -0.03288
H -1.14761 3.38671 0.13527
H -1.15294 2.01801 -2.11276
H -1.28847 1.11498 0.22598
H -1.07499 0.08865 -1.07579
H 0.03208 1.81079 1.79827
H 1.76005 2.02580 1.10744
H 0.92704 -0.16906 3.48436
H 3.24404 1.56043 2.65892
H -0.73891 -1.80778 -0.09810
H -0.99470 -0.85801 1.49424
H 1.24115 -2.13581 2.52600
H 1.39648 -3.08732 0.91733
H -0.04003 -4.59087 2.22185
H -1.27929 -3.63381 1.17085
H -2.28239 -2.35346 2.93771
H -1.85951 -3.92143 3.90712
H -0.87456 -0.41219 5.64651
H -1.91318 -1.92726 6.14610
H -2.37101 -0.85748 4.56930
H 1.12928 -4.81781 4.07292
H 1.30689 -5.04381 5.93904
H -0.37949 -5.43273 5.18572
H 1.92754 -2.52621 -1.10365
H 0.40594 -1.58215 -1.93873
H 3.71803 -0.75627 -5.15881
H 3.58154 0.31665 0.88539
H 3.11598 -1.49496 0.81692
H 5.53513 -0.45048 -0.23582
H 4.58832 -0.50992 -1.87075
H 4.03255 -3.21140 -0.31624
H 5.23056 -2.89092 -1.84779
H 6.74936 -3.84707 -0.12281
H 7.04879 -1.99234 0.06510
H 6.72942 -3.56810 2.32230
H 4.86979 -3.49741 2.02261
H 5.20928 -1.60838 3.55373
H 5.37320 -0.61127 1.95589
H 8.67580 0.60616 6.00514
H 8.18626 2.93413 4.64662
H 6.53832 1.95074 3.88070
H 1.47344 2.76429 -2.58618
H -0.84203 -0.98006 -3.91966
H -1.68399 0.32036 -4.67223
H -0.95871 2.79161 -4.82783
O -1.15064 3.58179 3.54386
C -1.26200 3.00929 4.62191
N -0.50652 1.91539 4.91480
C -2.21874 3.45262 5.69063
H -0.56258 1.41103 5.78775
H 0.14603 1.59750 4.20975
H -3.23725 3.41827 5.29430
H -1.97371 4.47622 5.98669
H -2.16567 2.81075 6.57446
B 2.30832 7.01973 -0.26371
F 3.61635 7.59904 -0.00443
F 1.27883 8.01467 -0.01057
F 2.23529 6.58879 -1.65030
F 2.10273 5.87641 0.61058
Be -0.20159 9.13395 1.19546
C -5.54878 -7.50604 -3.70457
F -6.42548 -8.54888 -3.64350
F -4.59743 -7.85780 -4.62118
F -6.23233 -6.46264 -4.26468
S -4.82866 -7.07553 -2.08612
O -4.12345 -8.28834 -1.66492
O -5.98108 -6.71696 -1.25609
N -3.92110 -5.87437 -2.58788
S -3.10776 -5.20386 -1.40296
O -2.03553 -6.00818 -0.81140
O -3.88765 -4.42004 -0.44162
C -2.23841 -3.95588 -2.40871
F -3.09982 -3.11194 -3.05204
F -1.47103 -4.51891 -3.39000
F -1.40195 -3.16314 -1.67763
N -9.36167 -3.82549 -3.16343
C -8.10930 -4.06203 -3.66758
C -7.69897 -2.93041 -4.33636
C -8.73807 -1.97569 -4.22664
C -9.75114 -2.55382 -3.49494
H -9.91197 -4.48560 -2.62953
H -7.61929 -5.01333 -3.50906
H -6.75292 -2.80555 -4.84696
H -8.74619 -0.97403 -4.63664
H -10.71379 -2.17064 -3.18375
Br 7.31865 -0.50473 -0.28747
Cl -6.25778 -2.75009 -6.68068
Li -8.52738 -7.66740 -3.19730
F -1.75696 2.71067 -6.18413
C -0.13389 11.18655 -4.38736
C -1.00831 10.17152 -3.70099
O -0.94813 8.97748 -3.98966
C -1.95920 10.67412 -2.64776
H 0.50065 10.68064 -5.12279
H -0.75454 11.92078 -4.90709
H 0.50735 11.68136 -3.65356
H -2.66123 11.38551 -3.08996
H -1.39927 11.14601 -1.83643
H -2.52577 9.83093 -2.23844